# 1
Computed, not measured: an isolated molecule of C2H4N2OS3, with ωB97M-V/def2-TZVPD.

Structure (XYZ):
```
12
C2H4N2OS3 ωB97M-V/def2-TZVPD
C -0.442 -0.031 -0.774
C 2.341 -0.887 0.644
H -2.683 2.109 0.536
H -2.207 0.158 -1.582
H -0.140 0.674 1.112
H 1.798 -1.644 1.198
N -1.705 0.453 -0.743
N 0.173 -0.066 0.491
O 1.572 0.141 0.313
S -2.676 0.777 0.688
S 0.114 -0.694 -2.125
S 3.856 -0.991 0.243
```

The strongest force on any atom comes out at 1.71 eV/A. Its relative energy (zero: lowest compared OMol25 entry of this formula, charge and spin) is 47.82 kcal/mol. The value obtained for the lowest unoccupied orbital energy is 0.0042 Eh. For the energy, the calculation gives -1457.82714 a.u. Its molecular weight is 168.3 Da. Its SMILES is S=CONC(=S)NS.

natural (NBO) population analysis, charges in e, atoms 1 to 6: atom 1 (C): 0.19, atom 2 (C): 0.01, atom 3 (H): 0.12, atom 4 (H): 0.43, atom 5 (H): 0.39, atom 6 (H): 0.18

# 2
Computed, not measured: a cluster of 2 separate species, C14H25F2IN2O3P in total, with ωB97M-V/def2-TZVPD.

Structure (XYZ):
```
48
C14H25F2IN2O3P ωB97M-V/def2-TZVPD
O -2.579 -3.254 3.734
C -2.117 -2.675 2.832
F -1.366 -1.577 3.008
N -2.312 -3.003 1.466
P -3.469 -1.956 0.607
C -4.868 -1.908 1.793
C -6.188 -2.357 1.149
C -6.136 -3.678 0.417
I -5.653 -5.292 1.742
C -1.094 -3.185 0.788
O -0.460 -4.167 0.793
F -0.670 -2.100 0.109
H -2.957 -0.635 0.686
H -4.971 -0.881 2.133
H -4.685 -2.536 2.661
H -6.568 -1.591 0.473
H -6.912 -2.424 1.959
H -7.111 -3.932 0.020
H -5.443 -3.675 -0.415
C 4.665 2.400 -1.012
C 3.258 2.918 -0.661
C 2.845 2.478 0.753
C 2.501 0.993 0.869
C 1.437 0.578 -0.147
C 1.797 0.923 -1.598
N 2.207 2.389 -1.625
O 1.260 3.131 -1.729
C 2.920 -0.002 -2.111
C 0.612 0.679 -2.524
C 3.348 4.437 -0.744
H 4.800 1.336 -0.842
H 4.915 2.617 -2.050
H 5.393 2.905 -0.384
H 1.978 3.068 1.067
H 3.661 2.734 1.426
H 3.401 0.387 0.752
H 2.130 0.792 1.874
H 1.266 -0.496 -0.093
H 0.490 1.061 0.114
H 3.382 0.393 -3.016
H 2.497 -0.972 -2.355
H 3.699 -0.190 -1.378
H -0.289 1.201 -2.202
H 0.387 -0.383 -2.524
H 0.840 0.982 -3.547
H 3.566 4.766 -1.760
H 4.156 4.769 -0.099
H 2.437 4.932 -0.409
```

The strongest force on any atom comes out at 4.86 eV/A. Its relative energy (zero: lowest compared OMol25 entry of this formula, charge and spin) is 0.00 kcal/mol. Its charge is +1. The value obtained for the lowest unoccupied orbital energy is -0.2440 Eh. For the energy, the calculation gives -1722.13520 a.u. Its molecular weight is 465.2 Da.

natural (NBO) population analysis, charges in e, atoms 1 to 6: atom 1 (O): -0.46, atom 2 (C): 0.97, atom 3 (F): -0.33, atom 4 (N): -0.80, atom 5 (P): 0.74, atom 6 (C): -0.75

# 3
Computed, not measured: the ion C11H21N2O with charge +1, with ωB97M-V/def2-TZVPD.

Structure (XYZ):
```
35
C11H21N2O ωB97M-V/def2-TZVPD
C 4.292 0.735 -0.337
C -0.228 1.172 -0.515
C 2.174 -0.270 0.546
C -0.444 2.107 -1.687
C 3.250 -2.465 -0.086
C -3.569 -0.669 -0.130
C -2.369 0.610 1.773
C -1.111 -0.029 -0.246
C 2.012 -1.740 0.277
C 1.245 0.667 1.272
C -2.470 0.414 0.264
N 0.899 1.485 0.114
N 3.263 0.217 0.027
O 1.651 2.402 -0.245
H 4.154 1.599 -0.964
H 5.351 0.509 0.039
H -1.452 2.626 -1.545
H -0.453 1.613 -2.584
H 0.199 2.871 -1.635
H 3.204 -3.507 0.022
H 4.074 -2.062 0.493
H 3.511 -2.219 -1.126
H -4.528 -0.432 0.272
H -3.214 -1.644 0.210
H -3.565 -0.690 -1.263
H -2.009 -0.339 2.334
H -3.365 0.743 2.219
H -1.624 1.221 2.248
H -1.163 -0.313 -1.320
H -0.655 -0.745 0.434
H 1.848 -2.065 1.306
H 1.137 -2.027 -0.326
H 1.794 1.303 2.062
H 0.446 0.226 1.768
H -2.808 1.354 -0.216
```

The strongest force on any atom comes out at 5.54 eV/A. Its relative energy (zero: lowest compared OMol25 entry of this formula, charge and spin) is 133.40 kcal/mol. Its charge is +1. The value obtained for the lowest unoccupied orbital energy is -0.1693 Eh. For the energy, the calculation gives -616.05532 a.u. Its molecular weight is 197.3 Da. Its SMILES is C=[N+]=C(CC)C/[N+]([O-])=C(/C)CC(C)C.

natural (NBO) population analysis, charges in e, atoms 1 to 6: atom 1 (C): 0.08, atom 2 (C): 0.31, atom 3 (C): 0.42, atom 4 (C): -0.66, atom 5 (C): -0.60, atom 6 (C): -0.59